1.
Here is a single C27H26N4O5 molecule at a distorted geometry from OMol25. Energies are from ωB97M-V with the def2-TZVPD basis set.

Geometry as XYZ:
```
62
Properties=species:S:1:pos:R:3
C 3.434 1.745 4.786
H 3.258 2.767 5.135
O 2.303 1.222 4.131
C 1.144 1.096 4.832
C 0.972 1.448 6.166
C -0.264 1.271 6.765
C -1.333 0.758 6.055
C -1.169 0.401 4.722
C 0.066 0.570 4.122
H 0.226 0.294 3.091
C -2.320 -0.165 3.928
N -2.346 0.351 2.578
C -1.996 -0.393 1.517
O -1.817 -1.594 1.540
C -1.875 0.409 0.219
C -3.174 0.356 -0.640
N -2.907 -0.534 -1.746
C -3.208 -1.934 -1.447
C -2.957 -2.797 -2.652
C -2.179 -3.942 -2.561
C -1.956 -4.731 -3.677
C -2.503 -4.376 -4.898
C -3.277 -3.231 -4.998
C -3.504 -2.447 -3.881
H -4.102 -1.551 -3.951
H -3.705 -2.950 -5.949
H -2.327 -4.989 -5.769
H -1.351 -5.622 -3.594
H -1.748 -4.220 -1.609
H -2.633 -2.307 -0.588
H -4.271 -1.981 -1.190
C -1.514 -0.312 -2.075
H -1.122 -1.142 -2.660
C -0.776 -0.114 -0.721
C 0.170 1.053 -0.699
N -0.294 2.051 -0.041
O -1.496 1.767 0.516
C 1.455 1.106 -1.361
C 2.256 2.247 -1.226
C 3.484 2.313 -1.845
C 3.923 1.233 -2.606
C 3.142 0.092 -2.749
C 1.913 0.030 -2.127
H 1.306 -0.855 -2.235
H 3.512 -0.729 -3.344
N 5.206 1.298 -3.255
O 5.872 2.298 -3.088
O 5.545 0.348 -3.931
H 4.116 3.183 -1.753
H 1.889 3.065 -0.629
H -0.336 -1.046 -0.363
H -1.442 0.606 -2.668
H -4.041 0.031 -0.066
H -3.358 1.364 -1.025
H -2.353 1.355 2.465
H -2.220 -1.252 3.841
H -3.269 0.063 4.422
H -2.292 0.629 6.534
H -0.391 1.545 7.801
H 1.785 1.857 6.745
H 4.228 1.751 4.041
H 3.735 1.117 5.631
```

Calculated total energy: -1639.582414 hartree

2.
Here is a molecular structure, C27H26N6O3PbS2Se at a distorted geometry from OMol25. Energies are from ωB97M-V with the def2-TZVPD basis set.

Geometry as XYZ:
```
66
Properties=species:S:1:pos:R:3
Pb 0.402 -0.356 -0.022
C -3.929 -3.817 2.455
C -3.122 -2.533 2.663
C -1.735 -2.841 3.162
C -1.606 -3.315 4.463
C -0.383 -3.707 4.966
C 0.751 -3.605 4.175
C 0.678 -3.101 2.889
C 1.912 -3.028 2.037
C 2.032 -4.216 1.080
C -0.576 -2.743 2.367
N -0.659 -2.239 1.069
C -1.491 -2.784 0.218
C -1.854 -2.207 -0.991
C -2.787 -2.685 -1.934
C -2.884 -1.715 -2.909
C -2.013 -0.686 -2.536
N -1.389 -0.967 -1.391
H -4.926 -3.582 2.092
H -4.012 -4.363 3.390
H -3.454 -4.473 1.730
H -3.641 -1.925 3.408
H -3.095 -1.972 1.729
H -2.488 -3.393 5.082
H -0.309 -4.118 5.961
H 1.704 -3.939 4.558
H 2.790 -3.013 2.689
H 1.900 -2.099 1.454
H 1.961 -5.149 1.633
H 2.992 -4.187 0.571
H 1.245 -4.208 0.330
H -1.924 -3.756 0.440
H -3.306 -3.622 -1.876
H -3.502 -1.732 -3.782
H -1.833 0.230 -3.064
Se 3.775 0.100 3.007
N 4.152 1.791 2.989
C 3.298 2.433 2.203
C 3.250 3.812 1.915
C 2.265 4.232 1.061
C 1.360 3.310 0.493
N 1.374 2.023 0.739
C 2.316 1.579 1.588
N 2.418 0.295 1.912
H 3.969 4.485 2.357
H 2.168 5.275 0.802
H 0.610 3.660 -0.203
N -0.267 2.092 -2.058
C 0.144 2.999 -3.013
C -0.374 4.299 -3.050
C 0.033 5.178 -4.040
C 1.005 4.761 -4.915
C 1.506 3.484 -4.952
C 1.097 2.609 -3.963
S 1.498 5.914 -6.285
O 0.447 5.325 -7.103
O 2.849 5.549 -6.593
O 1.256 7.221 -5.752
H -1.158 2.256 -1.616
H -0.101 1.127 -2.299
H -1.116 4.613 -2.331
H -0.371 6.173 -4.122
H 2.204 3.193 -5.717
H 1.485 1.602 -3.937
S -1.525 0.184 3.102
C -1.015 0.272 1.674
```

2S+1: 2
⟨S²⟩: 0.765
Total charge: +1
Calculated total energy: -4988.974416 hartree

3.
Here is a molecular structure, C27H26NO6S2 at a distorted geometry from OMol25. Energies are from ωB97M-V with the def2-TZVPD basis set.

Geometry as XYZ:
```
62
Properties=species:S:1:pos:R:3
C -2.046 -3.132 -1.303
C -2.165 -2.266 -2.550
N -2.384 -0.818 -2.251
C -3.786 -0.378 -2.476
C -4.131 -0.098 -3.920
C -1.544 0.028 -1.537
C -0.130 -0.464 -1.206
C 0.848 0.328 -2.053
C 2.231 -0.297 -2.264
C 2.408 -1.604 -2.753
C 3.691 -2.111 -2.996
C 4.816 -1.302 -2.821
C 4.650 0.032 -2.422
C 3.368 0.541 -2.200
O 0.605 1.426 -2.593
O -1.954 1.143 -1.189
H -1.982 -4.182 -1.609
H -1.154 -2.900 -0.715
H -2.923 -3.009 -0.653
H -1.287 -2.381 -3.215
H -3.069 -2.554 -3.115
H -4.424 -1.187 -2.092
H -3.941 0.519 -1.870
H -5.170 0.234 -3.966
H -3.499 0.705 -4.306
H -4.019 -0.984 -4.549
H -0.002 -1.538 -1.435
H 1.522 -2.208 -2.956
H 3.796 -3.148 -3.320
H 5.813 -1.704 -3.012
H 5.527 0.672 -2.280
H 3.251 1.602 -1.961
C 2.160 4.304 4.989
C 1.077 3.455 4.723
C 0.966 2.855 3.460
C 1.933 3.069 2.491
C 3.019 3.916 2.754
C 3.131 4.530 4.010
S 1.652 2.263 0.917
O 1.182 3.278 -0.002
O 2.805 1.465 0.605
C 0.307 1.189 1.333
C 0.104 -0.009 0.684
C -0.860 -0.932 1.307
C -2.135 -0.491 1.696
C -3.007 -1.304 2.420
C -2.596 -2.582 2.808
C -1.332 -3.049 2.445
C -0.469 -2.230 1.699
S -0.300 1.663 2.965
O -0.220 0.608 3.914
O -1.541 2.411 2.767
H 2.240 4.786 5.964
H 0.310 3.263 5.479
H 3.770 4.078 1.974
H 3.983 5.183 4.219
H 1.053 -0.473 0.220
H -2.465 0.520 1.405
H -3.987 -0.915 2.707
H -3.259 -3.214 3.407
H -0.991 -4.041 2.748
H 0.553 -2.559 1.480
```

Total charge: -1
Calculated total energy: -2346.961652 hartree

4.
Here is a molecular structure, C27H26P2Se2Te2Zn from OMol25. Energies are from ωB97M-V with the def2-TZVPD basis set.

Geometry as XYZ:
```
60
Properties=species:S:1:pos:R:3
Zn -0.241 0.936 -0.176
C 2.444 -1.036 2.376
C 3.061 -0.033 1.397
P 2.151 0.095 -0.206
C 3.086 1.338 -1.142
C 2.420 1.875 -2.241
C 2.988 2.895 -2.978
C 4.234 3.387 -2.623
C 4.913 2.838 -1.548
C 4.342 1.824 -0.798
C 2.588 -1.471 -1.021
C 3.918 -1.811 -1.253
C 4.226 -3.026 -1.831
C 3.215 -3.900 -2.197
C 1.889 -3.553 -1.989
C 1.574 -2.340 -1.403
C 1.377 -0.428 3.286
P -0.128 0.132 2.336
C -1.456 -0.796 3.165
C -1.841 -0.507 4.471
C -2.890 -1.202 5.040
C -3.553 -2.184 4.322
C -3.148 -2.493 3.034
C -2.105 -1.794 2.452
C -0.441 1.826 2.903
C 0.587 2.749 3.055
C 0.295 4.088 3.238
C -1.019 4.521 3.253
C -2.048 3.606 3.091
C -1.763 2.268 2.909
H 3.239 -1.436 3.010
H 2.015 -1.880 1.825
H 4.085 -0.336 1.157
H 3.083 0.967 1.840
H 1.444 1.488 -2.512
H 2.452 3.324 -3.810
H 4.676 4.198 -3.183
H 5.892 3.208 -1.283
H 4.874 1.429 0.054
H 4.704 -1.119 -0.983
H 5.260 -3.291 -1.997
H 3.463 -4.847 -2.652
H 1.101 -4.229 -2.283
H 0.537 -2.068 -1.245
H 1.789 0.417 3.843
H 1.033 -1.180 4.003
H -1.329 0.268 5.025
H -3.200 -0.968 6.047
H -4.390 -2.705 4.764
H -3.656 -3.261 2.474
H -1.800 -2.015 1.438
H 1.621 2.431 3.017
H 1.100 4.800 3.338
H -1.244 5.570 3.374
H -3.074 3.938 3.084
H -2.567 1.557 2.756
Se -2.023 -0.355 -1.221
Te -3.619 1.477 -0.558
Te -2.283 3.602 -1.592
Se -0.172 3.380 -0.242
```

Calculated total energy: -8845.518572 hartree

5.
Here is a molecular structure, C27H27AsN5O6SSeTc at a distorted geometry from OMol25. Energies are from ωB97M-V with the def2-TZVPD basis set.

Geometry as XYZ:
```
69
Properties=species:S:1:pos:R:3
Tc 0.485 -1.040 1.005
C 3.574 -1.462 2.194
O 2.360 -0.692 2.108
C 2.276 0.499 2.808
C 3.366 1.118 3.389
C 3.193 2.318 4.063
C 1.939 2.905 4.146
C 0.851 2.292 3.555
C 1.004 1.081 2.886
N -0.059 0.422 2.214
N -1.201 1.018 2.256
C -2.276 0.685 1.553
C -2.326 -0.366 0.562
O -1.299 -1.073 0.261
C -3.546 -0.627 -0.110
C -4.656 0.107 0.143
C -4.648 1.203 1.060
C -5.786 2.003 1.245
C -5.753 3.088 2.087
C -4.578 3.387 2.782
C -3.453 2.610 2.625
C -3.463 1.505 1.762
H 4.387 -0.957 1.672
H 3.374 -2.419 1.721
H 3.836 -1.626 3.238
H 4.354 0.686 3.319
H 4.047 2.791 4.527
H 1.813 3.845 4.664
H -0.133 2.733 3.592
H -3.541 -1.432 -0.832
H -5.578 -0.119 -0.379
H -6.692 1.763 0.703
H -6.631 3.705 2.217
H -4.556 4.238 3.450
H -2.549 2.845 3.166
C 0.267 2.774 -0.194
C 1.238 1.741 -0.634
N 1.277 0.454 -0.320
C 2.310 -0.111 -1.041
C 2.913 0.858 -1.786
N 2.227 2.004 -1.503
C 4.100 0.909 -2.688
O 4.648 -0.236 -3.005
O 4.489 1.984 -3.065
C 2.439 -1.587 -1.048
O 3.269 -2.136 -1.762
O 1.598 -2.197 -0.280
H -0.532 2.338 0.393
H -0.175 3.248 -1.072
H 0.756 3.549 0.398
H 2.448 2.888 -1.942
H 4.176 -1.019 -2.610
C 0.511 -3.807 -3.236
As -0.608 -2.402 -3.945
C -2.407 -3.125 -3.943
C -0.109 -2.222 -5.805
S -0.534 -0.539 -2.975
H 0.271 -4.740 -3.747
H 0.343 -3.913 -2.168
H 1.557 -3.558 -3.399
H -2.460 -3.970 -4.629
H -3.103 -2.351 -4.257
H -2.659 -3.456 -2.937
H -0.211 -3.178 -6.318
H 0.926 -1.890 -5.855
H -0.744 -1.478 -6.279
Se -0.057 -3.060 2.349
C 1.391 -4.078 1.939
N 2.314 -4.728 1.710
```

2S+1: 2
⟨S²⟩: 0.919
Total charge: +1
Calculated total energy: -6886.320065 hartree

6.
Here is a molecular structure, C27H27BF6N4O4PS2Ti at a distorted geometry from OMol25. Energies are from ωB97M-V with the def2-TZVPD basis set.

Geometry as XYZ:
```
73
Properties=species:S:1:pos:R:3
Ti 0.041 -0.248 0.248
F 3.582 -1.428 2.128
C 4.383 -0.760 1.279
F 5.036 0.120 2.067
F 5.287 -1.626 0.824
S 2.710 -0.835 -0.643
O 1.254 -0.503 -1.113
O 3.629 -0.585 -1.737
N 2.598 -2.496 -0.453
S 1.440 -2.851 0.492
O 0.372 -3.643 -0.030
O 0.975 -1.713 1.334
C 2.154 -4.029 1.802
F 1.743 -5.277 1.548
F 3.481 -4.065 1.873
F 1.676 -3.693 3.011
C 4.557 2.283 -0.266
C 3.684 3.261 -0.990
C 4.258 4.145 -1.898
C 3.497 5.034 -2.639
C 2.119 5.031 -2.498
C 1.528 4.170 -1.589
C 2.290 3.305 -0.801
P 1.397 2.189 0.360
C 2.139 2.484 2.033
C 2.092 1.327 2.823
C 2.505 1.323 4.142
C 2.996 2.491 4.701
C 3.082 3.632 3.923
C 2.679 3.654 2.589
C 2.882 4.945 1.837
C -0.233 3.039 0.489
C -0.466 4.170 1.265
C -1.757 4.611 1.507
C -2.831 3.875 1.010
C -2.620 2.754 0.235
C -1.318 2.331 -0.099
C -1.057 1.217 -0.984
H 5.607 2.482 -0.478
H 4.333 1.272 -0.606
H 4.404 2.326 0.812
H 5.332 4.121 -2.036
H 3.972 5.714 -3.335
H 1.501 5.694 -3.089
H 0.452 4.164 -1.478
H 1.744 0.405 2.380
H 2.465 0.405 4.715
H 3.322 2.510 5.733
H 3.483 4.544 4.352
H 3.950 5.109 1.671
H 2.502 5.780 2.428
H 2.396 4.943 0.868
H 0.362 4.699 1.719
H -1.925 5.497 2.106
H -3.842 4.189 1.241
H -3.462 2.176 -0.127
H -0.281 1.436 -1.722
H -1.961 0.833 -1.454
N -1.323 -0.863 2.814
C -1.688 -0.539 4.061
C -1.497 0.817 4.191
C -1.007 1.235 2.955
N -0.903 0.207 2.109
H -1.371 -1.773 2.379
H -2.053 -1.273 4.757
H -1.681 1.435 5.051
H -0.738 2.233 2.666
B -3.702 -2.964 0.151
C -2.415 -2.112 0.010
N -1.503 -1.398 -0.037
H -3.433 -4.122 -0.035
H -4.494 -2.542 -0.656
H -4.086 -2.765 1.286
```

2S+1: 3
⟨S²⟩: 2.008
Total charge: -1
Calculated total energy: -4176.347905 hartree

7.
Here is a molecular structure, C27H27BeOP at a distorted geometry from OMol25. Energies are from ωB97M-V with the def2-TZVPD basis set.

Geometry as XYZ:
```
57
Properties=species:S:1:pos:R:3
C -1.417 -0.980 -2.730
C 1.674 0.023 -3.412
C -0.762 0.350 -2.276
H -2.253 -0.699 -3.397
C 1.472 1.435 -3.316
H 2.682 -0.355 -3.244
H -1.214 0.744 -1.362
H 2.344 2.083 -3.233
C -1.005 1.290 -3.477
H -1.830 1.986 -3.270
H -1.348 0.715 -4.354
C -0.379 -1.723 -3.606
H -0.899 -2.167 -4.474
H 0.024 -2.574 -3.043
C 0.815 -0.910 -4.235
H 0.446 -0.379 -5.123
H 1.486 -1.687 -4.636
C 0.250 2.048 -3.947
H 0.291 2.028 -5.054
H 0.146 3.114 -3.702
Be 0.908 0.588 -2.089
H -1.991 -1.668 -2.105
O 1.408 -0.007 -0.704
C 0.577 -0.868 -0.283
C 0.864 -1.905 0.646
C 1.759 -2.951 0.309
C 2.057 -3.925 1.257
C 1.335 -3.977 2.450
C 0.286 -3.099 2.681
C 0.110 -1.981 1.863
P -1.295 -0.888 2.182
C -1.081 -0.701 4.008
C -2.221 -0.354 4.759
C -2.109 -0.118 6.131
C -0.863 -0.227 6.764
C 0.272 -0.560 6.022
C 0.164 -0.791 4.646
C -0.652 0.752 1.713
C 0.644 1.150 2.022
C 1.077 2.431 1.665
C 0.207 3.294 0.989
C -1.092 2.889 0.668
C -1.537 1.619 1.043
H 2.195 -2.967 -0.685
H 2.851 -4.653 1.079
H 1.533 -4.765 3.184
H -0.393 -3.266 3.525
H -3.185 -0.268 4.255
H -2.996 0.150 6.708
H -0.778 -0.061 7.839
H 1.250 -0.647 6.502
H 1.060 -1.048 4.079
H 1.330 0.458 2.511
H 2.096 2.733 1.905
H 0.555 4.287 0.699
H -1.769 3.553 0.127
H -2.549 1.277 0.813
```

Calculated total energy: -1476.188706 hartree